Record 1
ORCA calculation (wB97M-V/def2-TZVPD) on one molecule with the formula C6H12O in a non-equilibrium geometry.

energy relative to the best compared isomer or geometry (same formula, charge and spin)	21.7	kcal per mole
SMILES	C[C@H]1CO[C@@H](C)C1
LUMO	1.1	eV
DFT total energy	-8463.41397	eV
frontier orbital gap	10.2767	eV

```
! wB97M-V def2-TZVPD RIJCOSX def2/J DEFGRID3
* xyz 0 1
C 0.35 0.02 2.40
C -0.10 0.57 1.07
C 1.03 0.98 0.15
O 0.61 0.98 -1.18
C -0.43 0.05 -1.32
C -0.10 -0.87 -2.45
C -0.82 -0.40 0.22
H 0.94 0.76 2.94
H 0.95 -0.89 2.30
H -0.50 -0.25 3.04
H -0.71 1.46 1.20
H 1.49 1.95 0.36
H 1.74 0.09 0.21
H -1.33 0.59 -1.61
H 0.04 -0.36 -3.41
H -0.90 -1.59 -2.59
H 0.81 -1.41 -2.21
H -0.47 -1.41 0.43
H -1.91 -0.44 0.30
*
```

Atom charges from the Löwdin analysis, given in e for atoms 1 to 5: number 1, C, carries -0.07; number 2, C, carries -0.40; number 3, C, carries -0.20; number 4, O, carries -0.11; number 5, C, carries -0.37

Record 2
ORCA calculation (wB97M-V/def2-TZVPD) on one molecule with the formula C4H4F2S.

energy relative to the best compared isomer or geometry (same formula, charge and spin)	34.7	kcal per mole
SMILES	F/C=C\S/C=C\F
LUMO	0.9	eV
DFT total energy	-20481.22228	eV
frontier orbital gap	9.3459	eV

```
! wB97M-V def2-TZVPD RIJCOSX def2/J DEFGRID3
* xyz 0 1
F -1.05 -1.22 1.01
C -1.63 -0.76 -0.11
C -1.30 0.41 -0.63
S -0.09 1.55 -0.01
C 1.25 0.57 0.59
C 1.72 -0.58 0.11
F 1.17 -1.21 -0.95
H -2.35 -1.42 -0.55
H -1.74 0.74 -1.57
H 1.75 1.02 1.44
H 2.56 -1.11 0.52
*
```

Atom charges from the Löwdin analysis, given in e for atoms 1 to 5: number 1, F, carries 0.01; number 2, C, carries -0.22; number 3, C, carries -0.42; number 4, S, carries 0.91; number 5, C, carries -0.42

Record 3
ORCA calculation (wB97M-V/def2-TZVPD) on a 2-piece molecular cluster, C28H32NO overall in a non-equilibrium geometry.

energy relative to the best compared isomer or geometry (same formula, charge and spin)	63.4	kcal per mole
LUMO	-5.3	eV
DFT total energy	-33083.07975	eV
frontier orbital gap	4.0538	eV

```
! wB97M-V def2-TZVPD RIJCOSX def2/J DEFGRID3
* xyz 1 1
C 3.19 -4.90 -2.69
O 3.42 -3.47 -2.44
C 2.33 -2.74 -2.09
C 2.51 -1.58 -1.30
C 1.47 -1.15 -0.50
C 0.15 -1.63 -0.78
C -0.96 -1.25 0.01
C -2.21 -1.90 -0.33
C -3.13 -1.29 -1.23
C -3.99 -2.05 -2.03
C -4.14 -3.44 -1.83
C -5.17 -4.26 -2.60
C -3.32 -4.03 -0.85
C -2.47 -3.28 -0.04
C -0.02 -2.46 -1.96
C 1.04 -3.13 -2.52
H 4.20 -5.31 -2.65
H 2.54 -5.36 -1.92
H 2.73 -5.03 -3.69
H 3.51 -1.15 -1.26
H 1.66 -0.47 0.35
H -0.82 -0.48 0.78
H -3.09 -0.20 -1.32
H -4.52 -1.60 -2.89
H -4.80 -5.27 -2.81
H -6.08 -4.41 -1.99
H -5.51 -3.83 -3.55
H -3.30 -5.11 -0.78
H -1.92 -3.73 0.80
H -1.01 -2.62 -2.40
H 0.91 -3.91 -3.29
C 1.85 5.34 1.57
N 1.59 3.90 1.32
C 1.35 2.92 2.28
C 0.53 1.81 2.08
C -0.02 1.06 3.25
C -0.02 1.87 4.56
C 1.29 2.61 4.82
C 2.08 3.12 3.59
C 1.19 3.61 0.00
C 1.71 2.45 -0.58
C 1.11 1.95 -1.73
C -0.10 2.51 -2.17
C -0.56 3.71 -1.62
C 0.15 4.34 -0.60
H 2.03 5.83 0.60
H 0.98 5.84 2.04
H 2.76 5.52 2.17
H 0.26 1.44 1.08
H -1.07 0.79 3.06
H 0.51 0.10 3.44
H -0.86 2.58 4.52
H -0.18 1.19 5.41
H 1.10 3.43 5.53
H 1.99 1.90 5.31
H 3.06 2.58 3.55
H 2.35 4.19 3.70
H 2.54 1.93 -0.10
H 1.55 1.10 -2.24
H -0.69 1.96 -2.91
H -1.50 4.15 -1.97
H -0.16 5.30 -0.18
*
```

Atom charges from the Löwdin analysis, given in e for atoms 1 to 5: number 1, C, carries -0.01; number 2, O, carries -0.03; number 3, C, carries -0.21; number 4, C, carries 0.03; number 5, C, carries 0.02

Record 4
ORCA calculation (wB97M-V/def2-TZVPD) on a 9-piece molecular cluster, C18H39N9O12 overall in a non-equilibrium geometry.

SMILES	C[N+](=O)[O-].C[N+](=O)[O-].C[N+](=O)[O-].C[N+](=O)[O-].C[N+](=O)[O-].C[N+](=O)[O-].CCCC#N.CCCC#N.CCCC#N
LUMO	-0.2	eV
DFT total energy	-57260.93581	eV
frontier orbital gap	10.6720	eV

```
! wB97M-V def2-TZVPD RIJCOSX def2/J DEFGRID3
* xyz 0 1
C -3.68 -3.94 1.19
N -3.69 -2.63 2.00
O -3.10 -2.64 3.07
O -4.34 -1.73 1.54
H -3.27 -3.65 0.19
H -4.71 -4.38 1.21
H -2.98 -4.61 1.73
C -0.81 -0.35 3.75
N -0.78 0.92 4.46
O 0.11 1.65 4.09
O -1.59 1.25 5.33
H -1.90 -0.55 3.55
H -0.38 -1.10 4.37
H -0.24 -0.12 2.84
C -3.76 -0.90 -2.05
N -2.60 -1.57 -2.58
O -1.94 -0.84 -3.27
O -2.38 -2.73 -2.30
H -3.61 -1.05 -0.99
H -4.65 -1.49 -2.33
H -3.88 0.11 -2.35
C 1.74 3.21 -1.07
N 2.97 2.96 -1.82
O 3.49 3.93 -2.31
O 3.40 1.84 -1.80
H 2.05 3.47 -0.07
H 1.21 2.31 -0.97
H 1.10 4.10 -1.48
C 1.22 -5.10 2.13
N -0.19 -5.16 1.85
O -0.53 -5.28 0.69
O -0.94 -5.11 2.82
H 1.26 -4.23 2.77
H 1.75 -5.02 1.15
H 1.60 -5.93 2.68
C 0.69 -1.72 -1.07
N -0.03 -0.74 -0.27
O -0.74 -1.15 0.67
O 0.11 0.45 -0.56
H 0.15 -1.72 -1.99
H 0.59 -2.71 -0.64
H 1.77 -1.40 -1.11
C 4.60 -0.63 0.40
C 4.44 0.17 1.73
C 3.05 0.00 2.38
C 2.79 -1.40 2.64
N 2.69 -2.54 2.91
H 5.43 -0.34 -0.25
H 3.62 -0.53 -0.12
H 4.74 -1.70 0.69
H 4.52 1.25 1.55
H 5.26 -0.03 2.42
H 2.29 0.47 1.70
H 2.92 0.48 3.40
C 1.44 3.17 -4.89
C 1.08 1.79 -4.46
C 1.99 0.64 -5.00
C 1.86 -0.65 -4.29
N 1.90 -1.72 -3.88
H 0.63 3.87 -4.46
H 1.35 3.39 -5.92
H 2.45 3.41 -4.53
H 0.04 1.58 -4.76
H 1.11 1.77 -3.41
H 2.99 0.97 -4.79
H 1.85 0.48 -6.04
C -1.98 3.25 2.31
C -3.35 2.96 1.73
C -3.46 3.66 0.37
C -2.50 3.23 -0.72
N -1.83 2.95 -1.63
H -1.92 4.33 2.34
H -1.23 2.80 1.73
H -1.89 2.82 3.30
H -4.15 3.37 2.34
H -3.54 1.91 1.59
H -3.21 4.68 0.56
H -4.44 3.48 -0.02
*
```

Atom charges from the Löwdin analysis, given in e for atoms 1 to 5: number 1, C, carries 0.06; number 2, N, carries -0.44; number 3, O, carries 0.04; number 4, O, carries 0.05; number 5, H, carries 0.09

Record 5
ORCA calculation (wB97M-V/def2-TZVPD) on a 5-piece molecular cluster, C40H47F32N4O6 overall in a non-equilibrium geometry.

LUMO	-3.6	eV
DFT total energy	-147438.58849	eV
frontier orbital gap	9.0722	eV

```
! wB97M-V def2-TZVPD RIJCOSX def2/J DEFGRID3
* xyz 1 1
C 0.97 1.81 -6.09
N 1.89 2.56 -5.21
C 1.98 1.95 -3.89
N 0.64 1.67 -3.36
C -0.26 2.57 -3.19
C -0.09 4.03 -3.44
C 0.82 4.64 -2.34
C 0.43 4.27 -0.90
C 1.50 3.39 -0.20
N 0.91 2.42 0.73
C 1.55 1.18 0.72
C 0.74 -0.08 0.92
O 2.77 1.11 0.58
C -1.61 2.05 -2.70
C -2.74 2.57 -3.60
C -3.84 3.25 -2.77
C -3.37 4.40 -1.91
O -3.79 3.03 -1.43
C -1.40 0.53 -3.13
C 0.08 0.37 -2.91
C 0.79 -0.92 -3.19
C 2.07 -1.10 -2.71
C 2.70 -2.29 -2.93
C 2.01 -3.25 -3.62
N 0.80 -3.12 -4.12
C 0.22 -1.95 -3.88
H 1.02 0.72 -5.97
H 1.08 2.10 -7.13
H -0.05 2.11 -5.81
H 2.80 2.51 -5.66
H 2.46 2.64 -3.20
H 2.60 1.06 -3.96
H 0.29 4.24 -4.44
H -1.05 4.53 -3.35
H 0.68 5.72 -2.44
H 1.88 4.46 -2.54
H 0.29 5.19 -0.33
H -0.52 3.73 -0.82
H 2.14 4.07 0.35
H 2.11 2.94 -0.99
H -0.08 2.25 0.55
H 0.29 -0.12 1.92
H 1.39 -0.95 0.80
H -0.08 -0.18 0.21
H -1.76 1.93 -1.63
H -2.44 3.31 -4.34
H -3.25 1.76 -4.10
H -4.80 3.36 -3.23
H -2.44 4.36 -1.37
H -4.13 5.04 -1.50
H -1.92 -0.22 -2.53
H -1.61 0.37 -4.19
H 0.18 0.44 -1.81
H 2.58 -0.33 -2.14
H 3.70 -2.41 -2.55
H 2.50 -4.21 -3.77
H -0.79 -1.81 -4.26
C 3.04 2.55 4.75
C 2.00 3.60 4.34
C 2.36 4.56 3.20
F 3.42 5.32 3.50
F 1.33 5.40 2.95
F 1.61 4.30 5.42
F 0.90 2.90 3.91
O 3.85 2.82 5.89
C 5.02 3.55 5.80
C 4.96 4.85 6.60
F 3.95 5.64 6.17
F 6.11 5.54 6.44
F 5.37 3.76 4.51
F 6.00 2.79 6.34
H 2.47 1.68 5.05
H 3.64 2.21 3.90
H 2.57 4.01 2.28
H 4.81 4.64 7.66
C -1.18 -1.01 7.86
C -1.83 -2.36 7.49
C -0.94 -3.61 7.50
F 0.06 -3.53 6.61
F -1.69 -4.69 7.17
F -2.45 -2.24 6.30
F -2.80 -2.58 8.42
O -0.79 -0.14 6.80
C 0.44 -0.25 6.19
C 0.32 -0.59 4.70
F -0.32 -1.76 4.51
F 1.56 -0.71 4.16
F 1.24 -1.09 6.86
F 1.02 0.98 6.26
H -1.97 -0.46 8.37
H -0.39 -1.13 8.60
H -0.52 -3.78 8.50
H -0.22 0.20 4.18
C 0.11 1.61 -12.07
C -0.85 2.61 -12.74
C -0.87 4.05 -12.20
F -1.24 4.11 -10.91
F -1.76 4.78 -12.91
F -2.10 2.10 -12.73
F -0.47 2.70 -14.04
O -0.42 0.71 -11.09
C -0.53 1.05 -9.77
C -1.98 1.08 -9.29
F -2.71 1.96 -10.00
F -2.02 1.47 -7.98
F 0.12 2.21 -9.52
F 0.14 0.10 -9.07
H 0.42 0.95 -12.88
H 1.02 2.09 -11.72
H 0.12 4.51 -12.31
H -2.43 0.09 -9.38
C -3.68 -10.11 6.80
C -2.52 -11.13 6.85
C -2.11 -11.67 8.23
F -1.67 -10.70 9.05
F -1.10 -12.55 8.07
F -1.45 -10.61 6.21
F -2.93 -12.21 6.13
O -3.36 -8.73 6.70
C -3.12 -7.95 7.81
C -1.69 -7.40 7.83
F -0.78 -8.39 7.81
F -1.49 -6.68 8.96
F -3.42 -8.61 8.94
F -3.96 -6.89 7.75
H -4.19 -10.32 5.86
H -4.42 -10.30 7.57
H -2.94 -12.19 8.70
H -1.52 -6.77 6.97
*
```

Atom charges from the Löwdin analysis, given in e for atoms 1 to 5: number 1, C, carries -0.08; number 2, N, carries -0.07; number 3, C, carries -0.13; number 4, N, carries 0.09; number 5, C, carries -0.13

Record 6
ORCA calculation (wB97M-V/def2-TZVPD) on a 2-piece molecular cluster, C2H3NS overall in a non-equilibrium geometry.

energy relative to the best compared isomer or geometry (same formula, charge and spin)	83.2	kcal per mole
LUMO (spin up / spin down)	-3.1 / -3.1	eV
DFT total energy	-14443.86145	eV
frontier orbital gap (spin up / spin down)	6.5950 / 6.5950	eV

```
! wB97M-V def2-TZVPD RIJCOSX def2/J DEFGRID3
* xyz 0 1
C -1.41 -1.75 0.63
C -0.51 -0.65 0.61
N -2.20 -2.61 0.67
S -0.18 0.29 -2.07
H 0.34 -0.90 1.17
H -0.80 0.35 0.59
H -1.36 -0.10 -2.87
*
```

Atom charges from the Löwdin analysis, given in e for atoms 1 to 5: number 1, C, carries -0.29; number 2, C, carries 0.00; number 3, N, carries 0.16; number 4, S, carries 0.26; number 5, H, carries 0.05

Question: What is the DFT total energy in the fifth record?
Answer: -147438.58849 eV

Question: DFT total energy of number 1 (C6H12O)?
Answer: -8463.41397 eV

Question: Which of these has the lowest DFT total energy?
Answer: C40H47F32N4O6

Question: Look up the DFT total energy of the third one.
Answer: -33083.07975 eV